This record from the Open Molecules 2025 dataset describes a 4-piece molecular cluster, C3H16NO4 overall. The level of theory is ωB97M-V/def2-TZVPD.

```
! RIJCOSX wB97M-V def2-TZVPD def2/J DEFGRID3
* xyz 1 1
O -2.82896 0.44470 0.47392
C -1.92804 1.45611 0.92542
C -0.66991 1.69796 0.10858
N 0.05485 0.38192 0.09235
C 1.01915 0.42172 -1.17785
H -3.48469 0.39087 1.12222
H -2.58545 2.47324 1.00641
H -1.73553 1.15389 1.90421
H -0.02330 2.38157 0.80548
H -0.93742 1.96024 -0.88885
H -0.62857 -0.36831 0.19317
H 0.85074 0.26986 0.88495
H 0.51614 0.92052 -2.07023
H 1.35014 -0.56536 -1.54413
H 1.80385 1.20796 -0.86195
H 2.71507 1.61654 2.19069
H 3.07223 1.14836 0.69221
O 2.47166 1.07864 1.33314
H -1.13704 -2.63832 -2.04973
H -0.26728 -3.56302 -1.29978
O -0.23474 -2.72181 -1.80818
H 1.22016 -2.07440 -0.87624
H 1.73777 -2.78235 0.51769
O 1.41980 -2.00897 0.06243
*
```

The calculation puts the frontier orbital gap at 11.4 eV. For the strongest force on any atom, the calculation gives 7.793 eV/Å. The energy above the lowest of the compared OMol25 structures with the same formula, charge and spin is 2.653 eV. The value obtained for the HOMO energy is -14.19 eV.

Results of the Mulliken charge analysis, in e, for atoms 1 through 2:
1. O -0.52
2. C -0.64



This record from the Open Molecules 2025 dataset describes a 8-piece molecular cluster, C36H83ClO30P5 overall. The level of theory is ωB97M-V/def2-TZVPD.

```
! RIJCOSX wB97M-V def2-TZVPD def2/J DEFGRID3
* xyz -1 1
Cl -0.66384 1.29923 1.24543
O -0.72819 -0.09440 1.51106
O -1.64157 2.00491 2.00993
O 0.64247 1.86878 1.57144
O -0.83483 1.44945 -0.18340
C 0.10720 5.91830 1.78634
C 0.04877 5.11278 0.51963
O 0.03289 6.07721 -0.53204
C 0.71281 7.13907 -0.05873
O 1.22750 7.95935 -0.74869
O 0.80016 7.09936 1.29272
H 0.62335 5.52145 2.65042
H -0.92498 6.18829 2.03001
H -0.80063 4.44499 0.38460
H 0.93312 4.47276 0.42847
C 0.78430 3.48955 -3.10261
C -0.72917 3.54792 -2.88531
O -1.11502 4.61056 -3.75025
C -0.08634 5.09294 -4.46540
O -0.17481 5.99544 -5.23916
O 1.03259 4.42047 -4.15134
H 1.13860 2.47354 -3.26057
H 1.36617 3.89144 -2.26895
H -0.95643 3.78846 -1.84658
H -1.34920 2.69332 -3.14758
C -7.13178 -4.24545 1.21590
C -5.72063 -4.65941 0.85224
O -4.79151 -4.21447 1.84398
P -3.86832 -2.94938 1.53753
O -2.89953 -2.76498 2.61974
O -4.92235 -1.76498 1.29991
C -4.49989 -0.39121 1.30650
C -5.78548 0.43730 1.38054
O -3.30557 -3.17904 0.04630
C -2.00552 -2.61671 -0.26363
C -1.39863 -3.40462 -1.42489
H -7.89408 -4.74508 0.61501
H -7.34664 -4.54543 2.24431
H -7.28636 -3.16856 1.16277
H -5.64314 -5.74730 0.77665
H -5.44251 -4.36355 -0.16246
H -3.84152 -0.21558 2.16058
H -3.89469 -0.17925 0.42184
H -5.54668 1.44697 1.71582
H -6.22653 0.52659 0.38685
H -6.50875 -0.02020 2.05142
H -2.22521 -1.59757 -0.58106
H -1.34876 -2.65690 0.60417
H -1.91997 -3.13253 -2.34037
H -0.35080 -3.10489 -1.45046
H -1.52063 -4.48057 -1.30924
C 8.00856 -1.49316 -3.25281
C 7.30238 -0.23297 -3.71327
O 6.22411 0.06308 -2.85573
P 4.70256 0.27740 -3.39828
O 4.50293 -0.04661 -4.80635
O 3.87666 -0.54060 -2.31786
C 4.04825 -0.37386 -0.91676
C 3.04593 0.65268 -0.37932
O 4.35331 1.78428 -3.00575
C 4.71367 2.94549 -3.77243
C 6.05817 3.47971 -3.29538
H 8.61405 -1.85168 -4.09051
H 8.58031 -1.40950 -2.33134
H 7.30109 -2.31323 -3.10617
H 7.99284 0.61819 -3.79763
H 7.04606 -0.31369 -4.77622
H 3.83094 -1.34103 -0.45807
H 5.04584 -0.11124 -0.55965
H 2.04804 0.22861 -0.24288
H 3.30943 0.99950 0.61907
H 2.91135 1.51978 -1.02133
H 4.71035 2.68645 -4.83259
H 3.92292 3.66018 -3.55018
H 6.38610 4.29201 -3.94247
H 5.86516 3.83136 -2.28343
H 6.78078 2.66751 -3.35429
C 0.78711 2.53742 5.70601
C -0.32588 1.71460 5.10552
O -1.07671 1.09173 6.12856
P -2.31622 0.13118 5.76299
O -1.89081 -1.04272 5.01108
O -2.96633 -0.11842 7.18941
C -2.29885 -0.90941 8.15809
C -3.19598 -1.16813 9.35223
O -3.34934 1.11277 5.02697
C -4.20016 2.00628 5.74721
C -4.66807 3.01800 4.69087
H 1.56185 1.95995 6.21062
H 1.32629 3.11271 4.94653
H 0.34405 3.32410 6.32149
H -0.91250 2.39841 4.48007
H -0.01848 0.91434 4.42172
H -1.99069 -1.90381 7.82310
H -1.39050 -0.37470 8.44231
H -4.02157 -1.83402 9.09326
H -2.70556 -1.75348 10.13227
H -3.51400 -0.20167 9.74539
H -5.02465 1.43690 6.17915
H -3.62759 2.53394 6.51543
H -3.83937 3.33616 4.05899
H -5.43870 2.62802 4.02780
H -5.04557 3.92377 5.17597
C 0.56393 -0.51106 -2.84129
C -0.66101 -0.83328 -3.68482
O -0.38273 -0.75498 -5.09889
P -1.14272 0.27453 -6.01760
O -0.97559 1.66728 -5.56304
O -2.64436 -0.29689 -6.09485
C -3.53114 0.12495 -7.13314
C -3.64146 1.64598 -7.28929
O -0.54724 -0.07812 -7.45445
C -0.58664 -1.42379 -7.94589
C -0.59662 -1.31156 -9.46215
H 0.97819 0.43700 -3.17921
H 0.17217 -0.37456 -1.82976
H 1.37441 -1.23633 -2.83616
H -0.98935 -1.85319 -3.51319
H -1.48468 -0.15083 -3.46802
H -3.33492 -0.36128 -8.09104
H -4.48942 -0.23401 -6.74819
H -2.66400 2.02822 -7.58913
H -4.32257 1.90992 -8.09793
H -3.95040 2.09301 -6.34835
H 0.30288 -1.98960 -7.66447
H -1.44711 -1.95856 -7.54166
H -0.28375 -2.25947 -9.91348
H -1.51239 -0.95067 -9.92438
H 0.22171 -0.66779 -9.79389
C 4.00965 -0.33388 2.86072
C 2.49424 -0.50048 3.08118
O 2.44978 -1.68093 3.90189
P 1.61233 -2.98139 3.47337
O 0.15393 -2.86096 3.56609
O 2.26340 -4.08046 4.46218
C 3.66724 -4.23233 4.58198
C 4.14547 -5.53012 3.94473
O 2.32363 -3.35363 2.05833
C 1.55380 -3.51995 0.85669
C 0.68956 -4.74690 0.94566
H 4.36332 -1.07183 2.14617
H 4.24752 0.67751 2.50563
H 4.51858 -0.31151 3.82428
H 2.02776 0.34355 3.59104
H 1.95099 -0.51783 2.13314
H 4.16243 -3.34437 4.17873
H 3.99267 -4.17451 5.62541
H 5.21763 -5.69267 4.04512
H 3.61928 -6.40497 4.32397
H 3.90598 -5.43902 2.88241
H 0.98280 -2.60596 0.66523
H 2.28587 -3.63869 0.05458
H 0.12352 -4.89909 0.02463
H 1.32227 -5.62403 1.10080
H -0.01185 -4.69140 1.77954
*
```

The calculation puts the frontier orbital gap at 9.4 eV. For the strongest force on any atom, the calculation gives 2.005 eV/Å. The energy above the lowest of the compared OMol25 structures with the same formula, charge and spin is 0.000 eV. The value obtained for the HOMO energy is -7.26 eV.

Results of the Mulliken charge analysis, in e, for atoms 1 through 2:
1. Cl 1.21
2. O -0.25



This record from the Open Molecules 2025 dataset describes C3H4HgMgO4 as an isolated structure. The level of theory is ωB97M-V/def2-TZVPD.

```
! RIJCOSX wB97M-V def2-TZVPD def2/J DEFGRID3
* xyz 2 3
O 0.67911 -0.15942 -0.80283
C -0.38156 -0.03059 0.15325
C 1.93882 -0.29023 -0.52018
O -0.74974 1.11286 0.28572
O -0.74606 -1.09842 0.68649
C 2.85726 -0.55207 -1.63154
Hg -2.34874 2.83939 1.26623
H 3.37882 0.37939 -1.88845
H 2.25796 -0.85626 -2.50236
Mg -1.50310 -2.91472 0.10042
O 2.38141 -0.39277 0.66358
H 3.34380 -0.13716 0.69675
H 3.58679 -1.30781 -1.26398
*
```

The calculation puts the frontier orbital gap (spin up / spin down) at 6.8 / 7.9 eV. For the strongest force on any atom, the calculation gives 2.092 eV/Å. Its expectation value of S² is 2.001. The energy above the lowest of the compared OMol25 structures with the same formula, charge and spin is 0.000 eV. The value obtained for the HOMO energy (spin up / spin down) is -14.12 / -18.89 eV.

Results of the Mulliken charge analysis, in e, for atoms 1 through 2:
1. O -0.26
2. C 0.80



This record from the Open Molecules 2025 dataset describes a 2-piece molecular cluster, C4H11NS2 overall. The level of theory is ωB97M-V/def2-TZVPD.

```
! RIJCOSX wB97M-V def2-TZVPD def2/J DEFGRID3
* xyz 0 1
C 2.56893 0.53723 2.31504
N 1.64690 0.04477 1.61313
C 1.38774 -1.39320 1.82416
C -0.09826 -1.70192 1.66353
H 3.16405 -0.05998 3.01498
H 2.76334 1.60413 2.26626
H 1.93963 -1.93232 1.05025
H 1.78662 -1.65132 2.81049
H -0.34981 -2.74806 1.82591
H -0.63288 -1.06986 2.36897
H -0.36824 -1.45128 0.63866
C -0.72002 -0.23344 -3.01524
S -1.75094 0.09486 -1.56445
S -0.58315 1.49200 -0.55718
H -0.63306 0.64068 -3.66018
H -1.22157 -1.02510 -3.57359
H 0.26850 -0.55509 -2.69485
H 0.01452 0.61960 0.27360
*
```

The calculation puts the frontier orbital gap at 9.5 eV. For the strongest force on any atom, the calculation gives 0.696 eV/Å. The energy above the lowest of the compared OMol25 structures with the same formula, charge and spin is 1.089 eV. The value obtained for the HOMO energy is -8.71 eV.

Results of the Mulliken charge analysis, in e, for atoms 1 through 2:
1. C -0.37
2. N -0.19